(1)
A molecular structure, C10H15BClIrNiO2. Source: OMol25; level of theory: wB97M-V/def2-TZVPD.

```
31
C10H15BClIrNiO2 | OMol25 | wB97M-V/def2-TZVPD
Ir -1.068 -1.442 1.313
Cl -2.991 -0.643 2.037
C 0.751 -1.674 2.117
H 1.763 -1.809 1.636
H 0.589 -2.480 2.843
H 0.780 -0.689 2.607
Ni 1.308 -2.118 -0.116
C -0.925 -2.756 -0.166
C 2.463 -3.704 -0.389
C 1.226 -0.148 -0.921
H 3.528 -3.514 -0.589
H 2.481 -4.412 0.453
H 2.156 -4.296 -1.258
H -0.012 -3.285 -0.531
H -1.552 -3.549 0.250
H -1.429 -2.294 -1.027
H 2.208 0.115 -0.541
H 1.159 -0.337 -1.976
O -1.236 0.648 -0.984
B -0.089 0.086 -0.088
O 0.034 1.237 0.979
C -0.572 2.307 0.449
C -0.233 3.664 0.617
C -0.780 4.627 -0.226
C -1.617 4.260 -1.286
C -1.921 2.933 -1.530
C -1.363 1.938 -0.699
H 0.500 3.916 1.373
H -0.561 5.685 -0.069
H -2.040 5.051 -1.902
H -2.559 2.683 -2.376
```

Output
Lowest unoccupied orbital energy (spin up / spin down)   0.1924 / 0.1747 Ha
Total charge   -2
HOMO (spin up / spin down)   2.60 / -0.97 eV
Multiplicity   7
<S²>   12.05
Frontier orbital gap (spin up / spin down)   2.633 / 5.729 eV

Löwdin atomic charge list, values in e, 8 entries:
1 Ir 0.7236
2 Cl -0.2647
3 C -0.4086
4 H -0.0135
5 H -0.0248
6 H -0.0095
7 Ni 0.2978
8 C -0.4081

***

(2)
13 unconnected molecules or ions with the total composition C5H38NO12. Source: OMol25; level of theory: wB97M-V/def2-TZVPD.

```
56
C5H38NO12 | OMol25 | wB97M-V/def2-TZVPD
C 1.454 0.231 -0.536
C 1.594 -0.957 -1.474
C 2.531 -1.933 -0.772
C 2.124 -0.583 -2.910
C 1.092 -0.922 -4.213
N 0.868 -0.027 0.906
H 2.591 0.598 -0.433
H 0.692 0.995 -0.883
H 0.614 -1.425 -1.717
H 2.669 -2.821 -1.514
H 2.132 -2.147 0.227
H 3.558 -1.599 -0.671
H 3.048 -0.967 -3.355
H 2.284 0.538 -2.809
H 0.033 -0.833 -3.981
H 1.249 -1.914 -4.530
H 1.265 -0.199 -5.151
H 0.557 -1.002 0.736
H 0.193 0.713 1.119
H 1.551 -0.100 1.599
H -0.043 0.918 4.712
H -0.484 1.108 3.200
O 0.291 1.072 3.723
H -3.741 -0.357 1.678
H -4.851 -1.251 2.151
O -3.986 -1.079 2.263
H -0.997 -1.085 3.447
H 0.079 -2.151 2.967
O -0.560 -1.530 2.709
H 4.623 -1.411 3.162
H 4.100 -0.070 3.624
O 4.161 -0.609 2.838
H 4.647 0.682 1.260
H 4.819 1.901 0.433
O 4.140 1.078 0.575
H -2.031 -1.695 0.864
H -1.174 -2.371 -0.305
O -1.546 -1.440 0.046
H -3.740 -1.062 -3.156
H -3.683 0.526 -3.041
O -3.322 -0.323 -3.402
H 0.368 -3.840 0.812
H 0.800 -3.471 -0.462
O 0.148 -3.388 0.067
H -1.554 0.258 -1.367
H -1.614 1.892 -1.523
O -1.890 1.134 -1.017
H -3.815 3.645 1.715
H -3.301 3.132 0.221
O -3.031 3.618 0.973
H -1.984 3.870 -2.994
H -0.792 3.258 -3.547
O -1.083 3.477 -2.684
H -1.385 1.803 0.335
H -1.743 2.299 1.679
O -1.296 1.590 1.234
```

Output
Lowest unoccupied orbital energy   -0.0873 Ha
Total charge   +1
HOMO   -13.24 eV
Multiplicity   1
Relative energy (zero: lowest compared OMol25 entry of this formula, charge and spin)   4.119 eV
Frontier orbital gap   10.870 eV

Löwdin atomic charge list, values in e, 8 entries:
1 C -0.1033
2 C -0.4022
3 C -0.0791
4 C -0.1460
5 C -0.0658
6 N 0.1985
7 H 0.1317
8 H 0.1278

***

(3)
A molecular structure, C23H21ClF6N3O7RuSb. Source: OMol25; level of theory: wB97M-V/def2-TZVPD.

```
63
C23H21ClF6N3O7RuSb | OMol25 | wB97M-V/def2-TZVPD
Ru 0.024 -0.391 0.517
C -2.743 -3.766 -0.708
O -1.852 -4.093 0.383
C -1.044 -3.076 0.541
N -1.116 -2.108 -0.313
C -2.111 -2.485 -1.324
C -3.108 -1.435 -1.725
C -4.085 -1.780 -2.723
C -5.028 -0.870 -3.129
C -4.990 0.423 -2.610
C -4.064 0.746 -1.572
C -3.114 -0.167 -1.170
C -0.042 -3.040 1.611
C 0.189 -4.020 2.561
C 1.168 -3.784 3.520
C 1.874 -2.589 3.512
C 1.584 -1.662 2.521
N 0.650 -1.899 1.600
C 2.138 -0.316 2.375
N 1.771 0.412 1.365
C 2.277 1.780 1.569
C 3.088 1.627 2.882
O 2.920 0.228 3.255
C 3.026 2.398 0.416
C 3.440 3.725 0.530
C 4.087 4.345 -0.522
C 4.263 3.663 -1.720
C 3.919 2.321 -1.811
C 3.281 1.694 -0.754
H -3.734 -3.588 -0.288
H -2.779 -4.611 -1.390
H -1.554 -2.732 -2.241
H -4.044 -2.757 -3.191
H -5.744 -1.136 -3.893
H -5.640 1.187 -3.017
H -4.117 1.701 -1.061
H -2.421 0.096 -0.392
H -0.399 -4.927 2.561
H 1.372 -4.529 4.277
H 2.618 -2.363 4.264
H 1.393 2.409 1.731
H 2.701 2.229 3.701
H 4.151 1.821 2.755
H 3.231 4.279 1.439
H 4.387 5.380 -0.439
H 4.621 4.187 -2.595
H 4.139 1.770 -2.716
H 2.992 0.656 -0.820
O -2.489 1.378 1.426
Cl -1.882 0.607 2.441
O -2.500 0.692 3.689
O -1.841 -0.806 1.986
O -0.458 0.945 2.522
F -0.513 1.345 -0.454
Sb -0.476 2.446 -2.256
F 0.738 3.471 -1.251
F 0.818 1.040 -2.536
F -1.694 1.228 -3.066
F 0.031 3.295 -3.824
F -1.964 3.325 -1.538
O 1.540 -1.185 -1.275
H 1.309 -0.669 -2.070
H 1.808 -2.066 -1.557
```

Output
Lowest unoccupied orbital energy (spin up / spin down)   -0.4064 / -0.4019 Ha
Total charge   +2
HOMO (spin up / spin down)   -14.03 / -14.00 eV
Multiplicity   1
Relative energy (zero: lowest compared OMol25 entry of this formula, charge and spin)   1.504 eV
Frontier orbital gap (spin up / spin down)   2.972 / 3.067 eV

Löwdin atomic charge list, values in e, 8 entries:
1 Ru 1.6526
2 C 0.0051
3 O 0.1075
4 C -0.2963
5 N 0.0781
6 C -0.1965
7 C -0.1659
8 C -0.0063

***

(4)
7 unconnected molecules or ions with the total composition C44H93NO16S3. Source: OMol25; level of theory: wB97M-V/def2-TZVPD.

```
157
C44H93NO16S3 | OMol25 | wB97M-V/def2-TZVPD
C -7.188 1.772 0.878
C -6.182 1.050 1.947
C -4.890 0.450 1.169
C -3.769 1.584 1.272
C -4.492 -1.053 1.485
C -5.782 -2.007 1.378
C -5.754 -3.028 0.118
C -5.390 -4.593 0.246
N -6.124 -2.639 -1.099
O -3.803 -1.423 0.216
C -2.385 -1.346 0.082
S -1.678 -0.114 -1.172
S -1.598 -2.951 -0.546
C -2.565 -3.594 -1.983
C -2.556 -2.660 -3.276
O -3.505 -1.824 -3.376
O -1.557 -2.662 -4.283
C -2.091 -2.285 -5.573
C -2.014 -0.718 -5.897
C -3.435 0.038 -5.928
O -1.083 0.010 -5.017
C -0.178 0.780 -5.820
O 0.774 0.185 -6.394
C -0.279 2.358 -6.008
S -1.356 3.205 -4.745
C -1.962 -1.105 1.651
O -0.764 -1.893 1.753
C 0.401 -1.150 2.178
C 1.437 -0.846 0.961
C 1.770 0.725 0.808
O 2.702 -1.523 1.272
C -3.276 -1.435 2.519
C -3.442 -2.958 2.947
C -2.288 -3.712 3.707
O -2.405 -4.974 3.738
O -1.166 -3.228 4.398
C -3.110 -0.607 3.883
C -4.451 0.003 4.519
C -4.162 0.178 6.120
O -5.619 -0.836 4.413
H -6.991 2.894 0.801
H -7.218 1.227 -0.120
H -8.242 1.646 1.339
H -5.920 1.869 2.702
H -6.817 0.265 2.471
H -5.218 0.455 0.059
H -3.013 1.472 2.114
H -4.311 2.588 1.469
H -3.187 1.769 0.291
H -6.762 -1.431 1.156
H -6.041 -2.559 2.359
H -4.256 -4.713 0.149
H -5.689 -4.902 1.315
H -5.979 -5.218 -0.499
H -6.034 -3.434 -1.750
H -0.590 0.512 -0.583
H -2.080 -4.595 -2.299
H -3.659 -3.840 -1.763
H -3.164 -2.681 -5.735
H -1.450 -2.828 -6.362
H -1.583 -0.618 -6.964
H -3.452 0.956 -5.232
H -3.632 0.449 -6.984
H -4.300 -0.678 -5.672
H 0.782 2.787 -5.876
H -0.647 2.604 -7.068
H -1.274 4.572 -5.065
H -1.589 -0.025 1.595
H 0.991 -1.860 2.878
H 0.179 -0.222 2.810
H 1.050 -1.323 -0.013
H 0.909 1.336 1.277
H 2.787 0.994 1.239
H 1.703 0.954 -0.324
H 3.373 -1.322 0.586
H -3.606 -3.554 1.970
H -4.379 -3.018 3.619
H -0.942 -2.298 4.190
H -2.317 0.212 3.683
H -2.649 -1.215 4.756
H -4.573 1.063 4.127
H -3.019 0.250 6.283
H -4.613 -0.659 6.746
H -4.566 1.208 6.451
H -5.428 -1.620 4.984
C 0.420 5.708 -0.770
C 1.601 5.339 -1.653
C 1.619 6.164 -2.929
O 1.529 3.954 -1.985
H -0.528 5.518 -1.285
H 0.414 5.099 0.138
H 0.455 6.763 -0.483
H 2.534 5.493 -1.102
H 0.713 5.990 -3.519
H 2.466 5.880 -3.559
H 1.691 7.232 -2.708
H 0.707 3.807 -2.473
C 7.547 -2.116 1.728
C 7.211 -0.680 1.359
C 7.391 0.254 2.546
O 5.861 -0.610 0.902
H 6.887 -2.480 2.523
H 7.402 -2.777 0.870
H 8.582 -2.205 2.067
H 7.851 -0.353 0.534
H 6.725 -0.028 3.368
H 7.135 1.280 2.270
H 8.422 0.236 2.909
H 5.286 -0.898 1.626
C 4.821 -3.325 -1.172
C 6.011 -3.710 -2.036
C 6.004 -2.953 -3.355
O 5.976 -5.112 -2.295
H 3.878 -3.567 -1.674
H 4.831 -3.884 -0.233
H 4.829 -2.256 -0.942
H 6.939 -3.501 -1.498
H 5.103 -3.182 -3.933
H 6.858 -3.247 -3.971
H 6.048 -1.873 -3.191
H 5.158 -5.306 -2.771
C 10.646 -6.298 3.695
C 10.309 -4.862 3.326
C 10.490 -3.928 4.513
O 8.959 -4.793 2.871
H 9.988 -6.662 4.490
H 10.501 -6.959 2.836
H 11.682 -6.386 4.033
H 10.947 -4.535 2.501
H 9.826 -4.210 5.336
H 10.233 -2.902 4.237
H 11.521 -3.945 4.875
H 8.386 -5.081 3.594
C 6.269 6.269 1.766
C 5.379 6.039 0.554
C 6.101 5.240 -0.520
O 4.975 7.297 0.018
H 7.163 6.839 1.492
H 5.741 6.853 2.524
H 6.583 5.321 2.212
H 4.473 5.509 0.859
H 6.989 5.775 -0.873
H 5.454 5.093 -1.388
H 6.410 4.261 -0.144
H 5.771 7.774 -0.255
C -9.359 2.421 -3.136
C -9.820 3.226 -1.931
C -10.897 4.228 -2.314
O -8.706 3.918 -1.369
H -8.929 3.075 -3.901
H -8.577 1.713 -2.848
H -10.189 1.864 -3.579
H -10.203 2.550 -1.162
H -10.520 4.945 -3.051
H -11.211 4.808 -1.441
H -11.773 3.726 -2.733
H -8.359 4.519 -2.042
```

Output
Lowest unoccupied orbital energy   0.0098 Ha
Total charge   0
HOMO   -8.19 eV
Multiplicity   1
Frontier orbital gap   8.456 eV
SMILES   [H]/N=C(\C)C[C@]1([C@H](C)CC)O[C@](S)(SCC(=O)OC[C@@H](C)OC(=O)CS)[C@H](OC[C@@H](C)O)[C@@]1(CC(=O)O)C[C@H](C)O.CC(C)O.CC(C)O.CC(C)O.CC(C)O.CC(C)O.CC(C)O

Löwdin atomic charge list, values in e, 8 entries:
1 C -0.1087
2 C -0.2206
3 C -0.2328
4 C -0.0657
5 C -0.2346
6 C -0.0356
7 C -0.3232
8 C -0.0619

***

(5)
3 unconnected molecules or ions with the total composition C13H25NO11S2. Source: OMol25; level of theory: wB97M-V/def2-TZVPD.

```
52
C13H25NO11S2 | OMol25 | wB97M-V/def2-TZVPD
O -4.224 2.920 5.704
C -3.364 2.364 5.175
N -2.503 1.618 4.716
C -2.817 0.179 5.032
O -2.300 -0.604 3.937
C -1.120 -1.231 4.368
O -1.229 -2.283 4.936
C 0.308 -0.631 4.204
C 0.956 -0.854 2.789
C 0.349 0.019 1.626
C 0.167 1.530 1.946
O -0.807 2.088 1.508
O 1.063 2.307 2.655
H -3.915 0.015 5.151
H -2.280 -0.050 5.994
H 0.958 -1.177 4.943
H 0.359 0.450 4.531
H 2.068 -0.667 2.839
H 0.867 -1.936 2.482
H 1.068 -0.046 0.757
H -0.615 -0.404 1.233
H 1.490 1.791 3.362
O -1.319 3.882 -2.638
S -1.663 2.573 -2.161
O -0.693 1.515 -2.106
O -2.950 2.048 -2.974
C -2.900 2.054 -4.403
C -2.100 0.884 -4.943
C -2.434 2.717 -0.583
H -2.507 3.005 -4.771
H -3.931 1.976 -4.752
H -1.042 0.983 -4.693
H -2.187 0.828 -6.030
H -2.448 -0.055 -4.509
H -3.211 3.478 -0.639
H -1.671 3.011 0.138
H -2.854 1.752 -0.308
O 2.609 -1.615 -0.449
S 2.482 -2.635 -1.451
O 2.991 -3.958 -1.243
O 3.051 -2.073 -2.841
C 4.376 -1.529 -2.866
C 5.430 -2.620 -2.894
C 0.789 -2.750 -1.938
H 4.531 -0.852 -2.023
H 4.451 -0.933 -3.776
H 5.445 -3.175 -1.954
H 6.421 -2.192 -3.050
H 5.222 -3.338 -3.690
H 0.415 -1.750 -2.151
H 0.234 -3.191 -1.112
H 0.719 -3.388 -2.818
```

Output
Lowest unoccupied orbital energy   0.0136 Ha
Total charge   0
HOMO   -10.51 eV
Multiplicity   1
Relative energy (zero: lowest compared OMol25 entry of this formula, charge and spin)   0.000 eV
Frontier orbital gap   10.877 eV
SMILES   O=C=NCOC(=O)CCCC(=O)O.CCOS(C)(=O)=O.CCOS(C)(=O)=O

Löwdin atomic charge list, values in e, 8 entries:
1 O 0.2019
2 C -0.3281
3 N 0.1314
4 C -0.1550
5 O -0.0216
6 C -0.4407
7 O 0.1351
8 C -0.0865

***

Number 1: electronic energy -71782.039 eV. Number 2: electronic energy -31852.753 eV. Number 3: electronic energy -80917.924 eV. Number 4: electronic energy -113882.430 eV. Number 5: electronic energy -59567.557 eV.